Below is one molecule with the formula C6H8N6O at a distorted geometry, with properties calculated with wB97M-V/def2-TZVPD.

Positions of all 21 atoms, in Å:
1 C -1.286 2.274 0.497
2 C -1.191 0.963 1.378
3 C -1.926 -0.235 0.667
4 N -1.175 -1.503 0.672
5 C 0.008 -1.444 -0.092
6 N 0.934 -2.358 0.241
7 N 2.034 -2.320 -0.474
8 C 2.055 -1.388 -1.412
9 O 3.262 -1.334 -2.149
10 C 3.835 -0.154 -1.974
11 N 4.072 0.940 -1.818
12 N 1.140 -0.507 -1.780
13 N 0.032 -0.529 -1.072
14 H -0.296 2.771 0.451
15 H -2.067 2.955 0.889
16 H -1.572 2.040 -0.547
17 H -1.653 1.184 2.361
18 H -0.119 0.764 1.567
19 H -2.324 0.043 -0.324
20 H -2.833 -0.424 1.286
21 H -0.931 -1.738 1.634

Computed properties:
M	180.17	g mol⁻¹
charge	0
SMILES	CCCNc1nnc(OC#N)nn1
orbital gap	8.481	eV
multiplicity	1

Below is C31H48O2P2Sn as an isolated structure at a distorted geometry, with properties calculated with wB97M-V/def2-TZVPD.

Positions of all 84 atoms, in Å:
1 Sn 2.651 -0.184 -1.152
2 C -2.297 2.352 2.513
3 C -2.112 1.136 3.229
4 C -0.049 2.067 2.857
5 C -1.024 2.942 2.312
6 C -0.729 0.999 3.511
7 C -3.592 2.936 2.130
8 H -4.412 2.364 2.583
9 H -3.719 2.947 1.037
10 H -3.673 3.975 2.484
11 C -0.765 4.263 1.700
12 H -1.628 4.584 1.105
13 H 0.118 4.260 1.046
14 H -0.592 5.025 2.476
15 C 1.411 2.257 2.727
16 H 1.736 3.216 3.165
17 H 1.720 2.260 1.663
18 H 1.952 1.434 3.210
19 C -0.127 -0.056 4.358
20 H -0.710 -0.175 5.282
21 H 0.899 0.204 4.650
22 H -0.117 -1.033 3.854
23 C -3.146 0.143 3.572
24 H -3.113 -0.132 4.638
25 H -2.964 -0.789 3.006
26 H -4.153 0.511 3.336
27 C -2.906 -0.104 -0.416
28 C -4.021 -0.719 0.005
29 C -4.150 -2.103 0.561
30 C -2.874 -2.967 0.550
31 C -1.901 -2.535 1.582
32 C -0.901 -1.692 1.342
33 C -0.555 -1.014 0.077
34 C -1.689 -0.758 -0.960
35 H -4.947 -2.653 0.031
36 H -2.448 -2.983 -0.455
37 H -4.500 -2.010 1.604
38 H -1.884 -1.643 -1.593
39 H -2.810 0.990 -0.325
40 H -4.949 -0.161 -0.091
41 H -1.283 -0.005 -1.656
42 H -0.124 -0.025 0.307
43 H -0.138 -1.593 2.099
44 H 0.263 -1.561 -0.434
45 H -3.205 -3.991 0.767
46 H -2.045 -2.909 2.597
47 P 2.414 -2.028 -2.764
48 P 4.725 -2.428 -0.708
49 C 3.704 -3.234 -3.238
50 C 4.958 -3.253 -2.361
51 H 3.987 -2.963 -4.265
52 H 3.210 -4.221 -3.264
53 H 5.275 -4.290 -2.168
54 H 5.803 -2.725 -2.837
55 C 6.427 -2.857 -0.157
56 H 6.512 -2.698 0.922
57 H 7.145 -2.231 -0.699
58 H 6.644 -3.910 -0.379
59 C 3.893 -3.838 0.139
60 H 4.340 -4.784 -0.195
61 H 2.812 -3.862 -0.035
62 H 4.074 -3.729 1.215
63 C 2.255 -0.946 -4.210
64 H 1.539 -0.121 -4.073
65 H 1.914 -1.649 -4.980
66 H 3.236 -0.539 -4.494
67 C 0.926 -3.023 -2.522
68 H 1.209 -4.011 -2.123
69 H 0.507 -3.105 -3.535
70 H 0.180 -2.559 -1.861
71 O 0.567 0.779 -2.247
72 C 0.823 2.049 -2.248
73 O 1.985 2.519 -2.127
74 C -0.311 3.051 -2.318
75 C -1.691 2.771 -2.245
76 C -2.603 3.729 -1.778
77 C -2.152 5.047 -1.503
78 C -0.857 5.419 -1.900
79 C 0.031 4.416 -2.315
80 H -2.078 1.779 -2.496
81 H -3.671 3.460 -1.653
82 H -2.820 5.785 -1.047
83 H -0.482 6.457 -1.884
84 H 1.070 4.673 -2.533

Computed properties:
M	633.38	g mol⁻¹
charge	+2
orbital gap (spin up / spin down)	5.751 / 5.761	eV
multiplicity	1

Below is one molecule with the formula CH3BCl2 at a distorted geometry, with properties calculated with wB97M-V/def2-TZVPD.

Positions of all 7 atoms, in Å:
1 Cl 3.079 -0.384 -0.038
2 B 1.237 -0.480 0.336
3 C -0.292 -0.302 -0.469
4 Cl -0.933 -1.881 0.077
5 H 0.853 -0.460 1.530
6 H -0.964 0.558 -0.184
7 H -0.111 -0.302 -1.516

Computed properties:
M	96.75	g mol⁻¹
charge	0
SMILES	ClBCCl
orbital gap	10.416	eV
multiplicity	1

Below is one molecule with the formula C9H16OSi2 at a distorted geometry, with properties calculated with wB97M-V/def2-TZVPD.

Positions of all 28 atoms, in Å:
1 C 2.620 -0.680 -0.157
2 C 1.869 -1.804 -0.091
3 C 2.221 0.766 -0.068
4 C 0.469 -2.044 0.147
5 C 0.984 1.115 0.181
6 C -0.527 -1.136 0.232
7 C 3.353 1.746 -0.011
8 C 0.124 -3.469 0.040
9 C 0.241 2.312 0.450
10 O -3.042 0.113 0.448
11 Si -3.634 1.497 -0.162
12 Si -2.341 -1.325 0.250
13 H 3.645 -0.992 -0.113
14 H 2.452 -2.760 -0.133
15 H 4.296 1.385 -0.472
16 H 3.043 2.553 -0.679
17 H 3.468 2.226 0.945
18 H 0.125 -4.064 0.937
19 H -0.978 -3.577 -0.232
20 H 0.725 -4.013 -0.828
21 H -0.808 2.088 0.465
22 H 0.513 2.706 1.517
23 H 0.410 2.913 -0.335
24 H -4.368 2.040 1.097
25 H -4.421 0.934 -1.319
26 H -2.725 2.320 -0.815
27 H -2.841 -1.931 -0.948
28 H -2.930 -2.080 1.314

Computed properties:
M	196.40	g mol⁻¹
charge	0
orbital gap (spin up / spin down)	8.492 / 8.059	eV
multiplicity	1